1.
13
Properties=species:S:1:pos:R:3:forces:R:3 method="wB97M-V/def2-TZVPD" smiles="NC(=O)CN=P#[PH2]" homo_lumo_gap_ev=8.218
N -0.875947 -2.323443 -0.084080 -2.27 -3.39 2.79
C -0.034777 -1.350758 -0.230755 1.67 2.38 1.22
N -0.047926 1.230073 -0.778768 0.36 -2.92 0.19
H -0.826846 -2.751922 0.905902 -0.14 0.70 -2.44
H -1.776978 -2.363329 -0.541996 0.33 0.11 -0.06
P 1.188521 1.434650 0.217607 -0.13 -0.84 -1.55
H -0.103107 2.148751 1.798977 -0.79 0.13 0.57
C -0.185476 -0.411112 -1.353091 3.62 4.48 -0.53
H 0.807522 -0.512989 -1.957424 -2.14 0.02 0.54
P 0.535222 3.247365 1.203968 -0.63 0.45 -0.31
H -1.073232 -0.224075 -1.917091 -0.46 -0.90 -0.38
O 0.860549 -1.158239 0.598397 -0.21 -0.43 -0.51
H 1.532473 3.035026 2.138354 0.80 0.21 0.47



2.
35
Properties=species:S:1:pos:R:3:forces:R:3 method="wB97M-V/def2-TZVPD" smiles="C[N+](=O)[O-].C[N+](=O)[O-].C[N+](=O)[O-].C[N+](=O)[O-].C[N+](=O)[O-]" homo_lumo_gap_ev=10.824
O 2.359861 3.892396 -7.145110 -1.03 0.65 1.01
C 0.041201 -0.417154 0.584785 -0.69 -0.39 -1.07
H 1.622643 3.382863 -4.838105 0.74 0.45 0.00
N 1.790951 4.736306 -6.445544 1.70 0.86 -2.09
O 0.515811 -9.549891 -3.229884 0.78 0.55 -0.15
O -0.617942 -2.539618 1.286765 2.01 1.14 -2.21
H 0.160378 3.864493 -5.394476 -0.33 0.92 -0.32
H 0.563708 -0.009753 -0.280719 0.52 0.00 0.56
N -5.748882 -1.355400 3.573537 -0.04 2.25 2.99
O 0.711295 -2.334262 -0.501194 -0.77 -0.32 1.20
H 1.199865 5.136874 -4.515150 -0.40 -0.34 -0.03
C 2.519650 6.261331 3.901485 1.33 0.82 1.05
O 1.272403 4.618565 3.168820 -2.24 -2.18 -1.11
H -1.007715 -0.277333 0.323371 -0.16 0.69 0.82
N 1.457143 -9.141302 -2.552668 -3.31 1.74 -0.74
H -5.841939 -0.704686 5.590631 0.84 -0.96 0.03
C 1.774812 -7.694457 -2.535431 0.82 0.77 -1.19
H 3.424147 6.040144 4.468105 0.12 0.62 -0.02
H 2.195174 -7.536618 -3.528653 0.00 0.34 -0.01
O 2.059491 -9.782245 -1.785946 2.22 -2.55 2.05
H -4.340328 -0.224724 4.612813 -0.29 0.15 0.23
N 2.366248 5.047832 3.110889 3.36 0.21 -0.13
H 1.695119 6.370787 4.605951 -0.05 -0.13 -0.46
H 2.555563 -7.504714 -1.798863 -0.31 -0.23 -0.02
H 0.367884 -0.109625 1.578171 -0.28 0.02 -0.30
C -5.420853 -0.364667 4.644499 -0.34 0.37 1.48
O -5.332752 -1.092608 2.504774 0.72 -0.03 -2.93
O -6.366196 -2.298950 3.945469 -1.13 -2.03 -0.24
O 3.402216 4.544920 2.592304 -2.63 0.92 0.71
C 1.144264 4.292218 -5.201867 -0.11 -0.63 0.50
H 0.927962 -7.018229 -2.418551 -0.21 -0.62 0.07
H -5.986591 0.566658 4.670306 0.24 0.26 -1.56
N 0.078876 -1.897654 0.452158 -0.63 -1.15 1.01
H 2.635938 7.149151 3.279916 0.10 -0.26 -0.06
O 1.820598 5.949349 -6.722585 -0.57 -1.91 0.93



3.
16
Properties=species:S:1:pos:R:3:forces:R:3 method="wB97M-V/def2-TZVPD" spin_multiplicity=3 homo_lumo_gap_ev="5.551 / 5.840"
N -1.396090 -0.085197 -0.478010 -0.57 -2.32 1.01
C -1.108840 1.019640 -1.229648 -0.50 1.24 -0.14
H 2.492623 -1.254797 2.157751 -0.95 -0.14 -1.20
C 2.030154 -1.040000 1.163035 1.32 -0.72 3.69
H 1.359013 -3.020261 -1.444157 -1.37 1.56 1.92
H -1.796787 2.908990 -0.388686 -2.65 1.90 -0.77
C 1.477352 -1.689930 0.252677 -1.11 -1.69 -0.30
C -1.420185 0.077194 0.785499 0.12 -0.42 0.23
C 0.801767 -2.423674 -0.576008 -1.20 -2.05 -3.37
O -1.065273 0.970493 -2.426284 0.35 0.71 0.10
I 2.794938 0.936208 0.723073 1.12 3.01 -0.84
H -0.354389 -2.448238 -0.566771 2.20 -0.04 0.05
H -1.621675 -0.749443 1.541018 0.22 1.11 -1.19
S -1.071661 1.663316 1.372674 0.42 0.65 0.42
C -0.983494 2.312838 -0.325012 -0.02 -4.23 0.77
H -0.137456 2.822860 -0.561147 2.60 1.43 -0.40



4.
56
Properties=species:S:1:pos:R:3:forces:R:3 method="wB97M-V/def2-TZVPD" charge=+2 homo_lumo_gap_ev="5.971 / 5.972"
C -0.820916 -2.802668 0.485726 0.44 0.29 -0.15
H 5.766241 -2.139989 -0.193561 -0.03 0.02 -0.01
H -5.891133 1.132900 -3.603033 0.03 0.00 0.00
C 2.672420 2.076455 0.190739 -0.38 -0.27 0.00
H 1.949591 -2.706521 2.190064 -0.15 0.05 0.08
S -1.429793 0.422261 1.260294 1.58 0.12 0.31
C -0.947916 -3.907615 1.303142 0.30 -0.07 0.41
C -3.618627 0.293179 -0.627730 0.17 0.08 0.11
C -5.254769 0.885142 -2.763993 0.01 0.10 -0.04
C 3.779289 -1.349733 -0.007086 -0.16 0.09 0.03
N -3.670839 -0.853963 1.452751 0.47 0.72 -0.57
C 4.611570 3.527288 0.116698 -0.27 0.35 0.01
S -5.240921 -1.075246 0.793460 -0.09 -0.05 0.51
C 0.876513 4.124500 0.278908 0.04 0.08 -0.03
O 4.575814 5.856661 0.146510 0.15 -0.34 -0.01
H 6.499088 2.642202 -0.043640 0.03 0.01 0.01
Au 0.851359 -0.236671 0.456891 -1.09 1.03 0.09
C 3.167710 3.377796 0.194855 0.11 0.46 -0.01
C 0.981631 -2.903174 1.752189 -0.11 0.08 0.02
C 0.459255 2.798724 0.264165 0.24 -0.22 -0.01
O 6.490616 4.873389 0.050381 -0.39 -0.09 0.02
C 4.917605 1.140962 0.021512 0.41 0.02 -0.03
H -3.629599 -3.156740 -1.301932 0.11 -0.06 0.08
H -3.918865 -5.028040 0.264286 0.04 0.07 0.02
H 2.539225 5.446763 0.294844 0.05 0.06 -0.01
C -5.787264 0.164657 -1.700096 -0.02 -0.04 0.05
H -2.055260 1.328816 -1.676292 -0.07 0.04 -0.01
N 3.001543 -0.280354 0.109530 -0.43 -0.61 0.11
N 0.219549 -3.939244 2.077180 -0.26 -0.15 -0.09
C -3.092904 1.010215 -1.685030 0.07 0.04 -0.05
H 3.288647 -2.316385 -0.029780 0.00 0.07 -0.01
C -3.926095 1.299650 -2.760994 0.03 -0.01 -0.01
O -5.316685 -2.460221 0.458204 -0.23 0.03 0.04
C -4.939660 -0.125649 -0.652224 0.06 0.07 -0.23
N 5.283400 4.869016 0.103989 0.08 0.28 0.01
N 1.332649 1.794281 0.240169 -0.29 0.10 0.11
C 5.433516 2.474905 0.029354 0.25 -0.32 -0.03
H 6.813546 0.120838 -0.151834 -0.05 -0.01 0.01
H -1.620298 -1.702932 -1.199510 -0.06 -0.07 0.09
C -2.070455 -4.729159 1.272346 0.03 -0.23 0.06
C -2.864128 -3.340017 -0.556970 0.05 -0.17 -0.13
H -0.587470 2.542692 0.297717 -0.04 -0.06 0.01
C -2.977444 -0.132871 0.641540 -0.67 -1.19 0.08
C -3.025571 -4.420869 0.335330 -0.06 0.06 -0.19
O -6.173409 -0.452954 1.664982 0.03 -0.03 -0.10
C 5.167020 -1.244378 -0.103681 0.01 -0.08 -0.02
C 3.550317 0.956589 0.113689 -0.19 -0.24 -0.01
H -3.541861 1.859826 -3.603998 -0.02 -0.03 0.03
H -6.825655 -0.143042 -1.698701 0.07 -0.04 0.02
C -1.765160 -2.517602 -0.494999 0.13 0.02 -0.25
N 0.399847 -2.171234 0.808827 -0.18 0.00 -0.30
H -2.184351 -5.573251 1.941086 0.03 0.04 -0.04
H 0.462758 -4.646260 2.753487 0.02 -0.03 0.04
C 2.212790 4.423094 0.264068 0.06 -0.04 -0.03
C 5.738086 0.001246 -0.082198 0.12 0.11 -0.01
H 0.135443 4.912741 0.308370 0.03 -0.07 0.01



5.
15
Properties=species:S:1:pos:R:3:forces:R:3 method="wB97M-V/def2-TZVPD" charge=+1 homo_lumo_gap_ev=10.049
C -2.115343 -0.089455 0.461964 2.22 -0.56 -1.29
H -2.684612 0.470067 1.122253 -0.75 1.29 1.49
H 1.752276 2.081081 0.126119 1.42 -1.54 0.59
N 0.146039 -0.245620 -0.528671 0.93 0.91 -1.32
N 2.405055 -1.135872 0.227612 1.41 -2.24 1.45
H 1.670097 -1.832339 0.500132 0.88 1.16 -0.72
H -1.379680 1.323336 -0.798360 2.17 -0.75 1.66
C 2.027117 0.128697 0.198349 -2.76 -2.75 -0.95
H 0.196837 -0.087729 -1.590461 0.08 -0.29 1.98
N -0.867802 0.701330 -0.052440 -1.51 1.01 0.60
H -1.652955 -0.958724 0.896963 -0.38 -0.41 0.20
N 2.318439 1.245643 0.466360 -0.48 4.00 -0.09
H -2.740982 -0.310503 -0.388754 0.15 -0.36 -0.33
H -0.449916 1.253481 0.803415 -1.10 -0.82 -2.26
H 3.387698 -1.443162 0.589065 -2.28 1.33 -1.01



6.
19
Properties=species:S:1:pos:R:3:forces:R:3 method="wB97M-V/def2-TZVPD" charge=+1 homo_lumo_gap_ev=11.690
C -2.459183 -0.805702 -0.387314 0.14 0.85 -0.20
H 1.667519 0.279599 2.419951 0.11 -0.12 -0.04
N -0.147527 -0.047168 -0.462160 -0.42 -0.08 0.21
C 0.629209 -0.530099 0.716505 0.65 0.86 1.12
H 0.124495 -1.377633 1.144273 -0.35 -0.50 -0.21
H 0.344474 0.652044 -1.010180 0.57 -0.02 -0.05
H 1.600694 -0.838117 0.369976 0.17 -0.17 -0.45
H -0.044925 0.505384 2.499560 -0.17 0.37 -0.01
H 0.975661 1.510832 1.393321 -0.15 0.13 0.13
H -3.470440 -0.619728 0.009462 -0.09 -0.43 -0.16
C -1.518045 0.381842 -0.154445 -1.25 -0.78 0.62
O 2.181579 0.252565 -1.952968 -0.13 0.25 0.27
O -2.090313 -1.779089 -0.974838 -0.01 -0.23 0.12
H -1.685769 0.654071 0.884163 0.60 0.12 0.22
H 2.803846 0.954751 -1.715419 0.02 -0.25 -0.29
H 2.425556 -0.059872 -2.831114 0.12 0.12 0.02
H -0.233155 -0.882909 -1.050084 -0.23 -0.02 -0.47
C 0.797711 0.523057 1.816963 0.02 -0.25 -0.36
H -1.901379 1.226173 -0.715655 0.38 0.15 -0.48



7.
18
Properties=species:S:1:pos:R:3:forces:R:3 method="wB97M-V/def2-TZVPD" charge=-1 homo_lumo_gap_ev=6.590
C -0.299775 2.330675 1.040348 0.56 0.17 0.10
H 0.150887 2.717806 1.959564 -0.21 -0.02 0.14
H 1.636376 -3.857954 0.396647 -0.10 -0.05 0.01
H 0.689039 -1.723795 0.883438 -0.17 -0.63 -0.48
C -1.256673 0.235188 -0.946616 1.34 -1.57 -0.88
N 0.529782 1.221889 0.545561 -0.60 -0.12 0.11
S 1.722247 -3.872494 -0.942625 0.54 -0.13 0.17
H -2.278034 -0.010848 -0.648375 -0.39 0.61 0.12
H -0.351839 3.192394 0.365159 -0.10 -0.20 -0.17
C -0.281415 0.023469 0.232089 1.17 -0.31 0.06
H 0.986848 1.486030 -0.316915 0.09 0.08 -0.06
H -1.317535 1.998381 1.251345 0.03 0.05 0.01
S 0.315028 -2.097487 -1.536587 -1.00 0.26 0.13
H -1.067419 1.227793 -1.374645 -0.79 0.46 0.59
H 1.734654 -0.794853 -0.037654 0.06 0.25 -0.54
O -0.881911 -0.625053 -1.991119 0.06 0.07 -0.13
C 0.706485 -1.156326 -0.053763 0.08 0.58 0.96
H -0.736746 -0.294817 1.174149 -0.56 0.49 -0.14